# 1
A cluster of 2 separate species, CH6N2OPS in total. Source: OMol25; level of theory: wB97M-V/def2-TZVPD.

As for the lowest unoccupied orbital energy: -5.56 eV. The calculation puts the relative energy (zero: lowest compared OMol25 entry of this formula, charge and spin) at 33.11 kcal per mole. The value obtained for the HOMO-LUMO gap is 9.1 eV.

The geometry in ORCA input format:
```
! RIJCOSX wB97M-V def2-TZVPD def2/J DEFGRID3
* xyz 1 1
C 0.94 -0.13 -1.22
N 0.43 -1.19 -0.74
N -0.85 1.34 -0.33
O 1.91 0.66 -0.86
P 0.62 -1.70 1.01
S 1.33 0.86 -2.54
H -0.28 -1.67 -1.29
H -0.73 1.66 0.63
H -1.77 0.92 -0.38
H -0.88 2.17 -0.91
H 1.91 -2.20 0.79
H 1.10 -0.45 1.40
*
```

Charges in e, computed with Mulliken, in the same order as the atoms: 0.689, -0.178, -0.724, -0.281, 0.059, 0.067, 0.340, 0.261, 0.257, 0.288, 0.128, 0.096

***

# 2
The molecule CH6N2P2. Source: OMol25; level of theory: wB97M-V/def2-TZVPD.

As for the lowest unoccupied orbital energy (alpha / beta): 0.99 / -2.10 eV. The calculation puts the relative energy (zero: lowest compared OMol25 entry of this formula, charge and spin) at 49.63 kcal per mole. The value obtained for the HOMO-LUMO gap (alpha / beta) is 6.0 / 7.5 eV.

The geometry in ORCA input format:
```
! RIJCOSX wB97M-V def2-TZVPD def2/J DEFGRID3
* xyz 0 3
C 0.90 0.75 -0.45
N -0.29 0.81 -0.20
N 1.61 -1.73 0.99
P -1.18 2.34 -0.10
P 1.56 -1.36 -0.65
H 1.76 1.47 -0.61
H 0.91 -1.41 1.63
H 2.55 -2.09 1.42
H -2.12 2.09 -1.22
H -0.34 3.09 -1.10
H 0.17 -1.90 -0.79
*
```

Charges in e, computed with Mulliken, in the same order as the atoms: -0.195, -0.392, -0.518, -0.078, 0.060, 0.396, 0.269, 0.266, 0.067, 0.051, 0.073

***

# 3
A cluster of 2 separate species, CH6N2S in total. Source: OMol25; level of theory: wB97M-V/def2-TZVPD.

As for the lowest unoccupied orbital energy: 0.11 eV. The calculation puts the relative energy (zero: lowest compared OMol25 entry of this formula, charge and spin) at 45.77 kcal per mole. The value obtained for the HOMO-LUMO gap is 7.2 eV.

The geometry in ORCA input format:
```
! RIJCOSX wB97M-V def2-TZVPD def2/J DEFGRID3
* xyz 0 1
S -1.10 -1.12 -0.30
H -2.42 -0.97 -0.42
N 1.73 0.20 -0.28
C 0.67 1.02 -0.12
N 0.08 1.21 1.01
H 1.62 -0.61 0.39
H 2.37 0.00 -1.02
H 0.09 1.44 -1.05
H -0.77 1.80 0.84
H -0.06 0.34 1.57
*
```

Charges in e, computed with Mulliken, in the same order as the atoms: -0.667, 0.017, -0.332, -0.034, -0.353, 0.254, 0.219, 0.282, 0.295, 0.319

***

# 4
A cluster of 2 separate species, CH6N2S2 in total. Source: OMol25; level of theory: wB97M-V/def2-TZVPD.

As for the lowest unoccupied orbital energy (alpha / beta): 3.19 / 3.16 eV. The calculation puts the relative energy (zero: lowest compared OMol25 entry of this formula, charge and spin) at 40.26 kcal per mole. The value obtained for the HOMO-LUMO gap (alpha / beta) is 2.6 / 6.5 eV.

The geometry in ORCA input format:
```
! RIJCOSX wB97M-V def2-TZVPD def2/J DEFGRID3
* xyz -1 2
S -0.72 1.15 -0.49
S -2.39 0.03 0.14
H -0.03 0.23 0.20
H -3.22 1.13 0.06
N 1.59 -1.78 0.00
C 2.56 -0.88 0.40
N 2.47 0.36 0.36
H 1.85 -2.70 -0.37
H 0.66 -1.71 -0.43
H 3.40 -1.40 0.60
H 3.31 0.74 0.64
*
```

Charges in e, computed with Mulliken, in the same order as the atoms: -0.649, -0.471, -0.062, 0.114, -0.465, -0.018, -0.455, 0.227, 0.223, 0.366, 0.190

***

# 5
A cluster of 2 separate species, CH6N2S2 in total. Source: OMol25; level of theory: wB97M-V/def2-TZVPD.

As for the lowest unoccupied orbital energy: 0.20 eV. The SMILES is [H]/N=C/N.SS. The calculation puts the relative energy (zero: lowest compared OMol25 entry of this formula, charge and spin) at 7.73 kcal per mole. The value obtained for the HOMO-LUMO gap is 9.2 eV.

The geometry in ORCA input format:
```
! RIJCOSX wB97M-V def2-TZVPD def2/J DEFGRID3
* xyz 0 1
S 1.81 -0.07 0.55
S 1.43 0.64 -1.37
H 2.79 0.73 1.07
H 2.34 -0.11 -2.00
N -3.08 0.36 1.03
C -2.00 -0.41 0.77
N -1.98 -1.32 -0.12
H -3.01 1.16 1.62
H -4.01 0.05 0.82
H -1.09 -0.19 1.34
H -1.13 -1.87 -0.03
*
```

Charges in e, computed with Mulliken, in the same order as the atoms: -0.226, -0.134, 0.174, 0.171, -0.407, 0.234, -0.702, 0.196, 0.235, 0.181, 0.278

***

# 6
A cluster of 2 separate species, CH6N2Si in total. Source: OMol25; level of theory: wB97M-V/def2-TZVPD.

As for the lowest unoccupied orbital energy (alpha / beta): -0.03 / -0.10 eV. The calculation puts the relative energy (zero: lowest compared OMol25 entry of this formula, charge and spin) at 132.99 kcal per mole. The value obtained for the HOMO-LUMO gap (alpha / beta) is 8.9 / 8.4 eV.

The geometry in ORCA input format:
```
! RIJCOSX wB97M-V def2-TZVPD def2/J DEFGRID3
* xyz 0 1
C 0.13 -0.29 0.26
N 1.48 -0.54 0.47
N 0.57 -1.56 -0.06
Si -0.84 1.03 -0.63
H -0.71 -0.19 2.15
H 2.11 -0.19 -0.25
H 0.41 -2.29 0.63
H -0.70 2.25 0.15
H -2.21 0.57 -0.77
H -0.22 1.21 -1.95
*
```

Charges in e, computed with Mulliken, in the same order as the atoms: 0.084, -0.390, -0.386, 0.346, 0.080, 0.243, 0.284, -0.068, -0.085, -0.108

***

# 7
The molecule CH6N3O3P. Source: OMol25; level of theory: wB97M-V/def2-TZVPD.

As for the lowest unoccupied orbital energy: 0.08 eV. The SMILES is NC(=O)OP(N)(N)=O. The value obtained for the HOMO-LUMO gap is 9.6 eV.

The geometry in ORCA input format:
```
! RIJCOSX wB97M-V def2-TZVPD def2/J DEFGRID3
* xyz 0 1
C -1.28 1.59 -1.04
N -2.45 1.16 -0.38
N 1.72 -0.23 0.80
N 0.62 -2.18 -0.80
O -0.19 0.80 -0.68
O -0.66 -1.31 1.31
O -1.35 2.53 -1.86
P 0.35 -0.99 0.32
H -2.25 0.30 0.18
H -3.39 1.51 -0.52
H 1.45 0.43 1.45
H 2.44 0.04 0.11
H 0.85 -1.78 -1.60
H -0.30 -2.61 -0.90
*
```

Charges in e, computed with Mulliken, in the same order as the atoms: 0.595, -0.333, -0.496, -0.533, -0.527, -0.578, -0.608, 0.953, 0.181, 0.190, 0.256, 0.304, 0.282, 0.313

***

# 8
A cluster of 2 separate species, CH6N3OS in total. Source: OMol25; level of theory: wB97M-V/def2-TZVPD.

As for the lowest unoccupied orbital energy: -3.70 eV. The calculation puts the relative energy (zero: lowest compared OMol25 entry of this formula, charge and spin) at 13.68 kcal per mole. The value obtained for the HOMO-LUMO gap is 9.5 eV.

The geometry in ORCA input format:
```
! RIJCOSX wB97M-V def2-TZVPD def2/J DEFGRID3
* xyz 1 1
C -1.44 0.92 -0.16
N 2.04 1.16 -0.35
N -1.62 -2.23 0.56
N -0.38 0.32 -0.13
O -2.42 1.49 -0.20
S -0.17 -1.46 0.10
H 1.00 1.09 -0.11
H 2.44 1.81 0.37
H -2.25 -2.52 -0.10
H -1.72 -2.45 1.49
H 2.38 0.25 -0.27
H 2.15 1.63 -1.21
*
```

Charges in e, computed with Mulliken, in the same order as the atoms: 0.591, -0.436, -0.410, -0.544, -0.287, 0.116, 0.374, 0.414, 0.244, 0.254, 0.324, 0.360

***

# 9
A structure of composition CH6N3OS. Source: OMol25; level of theory: wB97M-V/def2-TZVPD.

As for the lowest unoccupied orbital energy (alpha / beta): -4.50 / -9.27 eV. The calculation puts the relative energy (zero: lowest compared OMol25 entry of this formula, charge and spin) at 59.53 kcal per mole. The value obtained for the HOMO-LUMO gap (alpha / beta) is 9.5 / 5.6 eV.

The geometry in ORCA input format:
```
! RIJCOSX wB97M-V def2-TZVPD def2/J DEFGRID3
* xyz 1 3
C -1.00 0.53 -0.17
N -1.86 0.19 -1.17
N 0.34 -0.05 -0.27
N 1.28 0.49 0.44
O -1.25 1.27 0.73
S 2.89 0.22 0.44
H -1.78 -0.26 -2.10
H -2.76 0.75 -1.17
H 0.41 -0.89 -1.00
H 0.63 -1.54 1.59
H 0.02 -2.06 1.55
H 3.07 1.36 1.12
*
```

Charges in e, computed with Mulliken, in the same order as the atoms: 0.532, -0.419, 0.155, -0.163, -0.460, 0.173, 0.238, 0.290, 0.334, -0.145, 0.172, 0.293

***

# 10
The molecule CH6N3PS. Source: OMol25; level of theory: wB97M-V/def2-TZVPD.

As for the lowest unoccupied orbital energy: 0.13 eV. The SMILES is [H]/N=C/NP(N)S. The calculation puts the relative energy (zero: lowest compared OMol25 entry of this formula, charge and spin) at 65.42 kcal per mole. The value obtained for the HOMO-LUMO gap is 8.2 eV.

The geometry in ORCA input format:
```
! RIJCOSX wB97M-V def2-TZVPD def2/J DEFGRID3
* xyz 0 1
C -1.26 1.47 -0.40
N -0.24 0.55 -0.33
N -2.57 1.43 -0.40
N 1.90 -1.48 -0.80
P 1.84 0.13 -0.98
S 2.75 1.05 0.66
H -0.71 2.50 -0.45
H 1.94 2.19 0.22
H -0.51 -0.42 -0.38
H -3.00 2.38 -0.52
H 2.45 -1.90 -0.02
H 1.41 -2.05 -1.40
*
```

Charges in e, computed with Mulliken, in the same order as the atoms: 0.192, -0.502, -0.694, -0.373, 0.327, -0.254, 0.105, 0.205, 0.259, 0.247, 0.239, 0.249

***

Strongest force on any atom / eV/Å: 0.66 4.93 5.39 3.95 1.14 3.29 5.73 5.22 3.84 4.92
Electronic energy / eV: -26276.5630 -22686.3968 -14947.6025 -25783.1908 -25784.5738 -11985.9230 -21037.1695 -18479.7468 -18474.4275 -25726.8986